No. 1
Density functional theory data (ωB97M-V with the def2-TZVPD basis set) for a structure of composition C47H58ClFNO4SSbSe4Zr.

CARTESIAN COORDINATES (ANGSTROEM)
Zr: 1.596 -0.430 -3.210
C: -1.479 -3.573 -3.526
O: -0.816 -2.527 -2.815
C: -1.322 -2.306 -1.565
C: -0.738 -2.928 -0.458
C: 0.570 -3.662 -0.623
C: 1.670 -2.954 0.110
C: 2.284 -3.550 1.200
C: 3.264 -2.910 1.955
C: 3.613 -1.628 1.555
C: 3.027 -0.996 0.453
C: 3.588 0.346 0.040
C: 2.608 1.495 0.081
C: 2.273 2.131 1.274
C: 1.403 3.217 1.308
C: 0.797 3.611 0.116
C: 1.090 2.997 -1.092
C: 0.342 3.305 -2.372
C: -1.021 2.663 -2.268
C: -2.047 3.436 -1.726
C: -3.313 2.926 -1.490
C: -3.502 1.595 -1.847
C: -2.505 0.792 -2.387
C: -2.848 -0.652 -2.624
C: -2.419 -1.472 -1.432
C: -3.024 -1.357 -0.182
C: -2.529 -2.032 0.925
C: -1.358 -2.775 0.770
C: -3.209 -1.984 2.294
C: -3.515 -3.412 2.762
C: -2.275 -1.307 3.305
C: -4.524 -1.206 2.256
C: -1.222 1.315 -2.593
O: -0.225 0.588 -3.097
C: -4.447 3.728 -0.859
C: -4.016 5.150 -0.506
C: -4.899 3.031 0.432
C: -5.632 3.808 -1.828
C: 2.040 1.990 -1.076
O: 2.499 1.513 -2.300
C: 3.643 2.215 -2.819
C: 1.129 4.015 2.585
C: 1.858 3.437 3.797
C: -0.375 4.020 2.884
C: 1.610 5.458 2.383
C: 2.047 -1.669 -0.277
O: 1.439 -1.082 -1.322
C: 3.924 -3.636 3.126
C: 4.919 -2.746 3.868
C: 4.676 -4.865 2.599
C: 2.854 -4.093 4.125
H: -2.564 -3.427 -3.473
H: -1.204 -4.546 -3.113
H: -1.150 -3.523 -4.559
H: 0.797 -3.729 -1.688
H: 0.494 -4.689 -0.260
H: 1.979 -4.561 1.447
H: 4.381 -1.082 2.088
H: 4.000 0.255 -0.967
H: 4.416 0.572 0.716
H: 2.722 1.755 2.184
H: 0.066 4.412 0.119
H: 0.895 2.920 -3.226
H: 0.210 4.382 -2.494
H: -1.818 4.467 -1.488
H: -4.475 1.137 -1.701
H: -2.354 -1.036 -3.515
H: -3.930 -0.717 -2.767
H: -3.883 -0.705 -0.086
H: -0.898 -3.248 1.632
H: -2.603 -3.996 2.883
H: -4.145 -3.927 2.034
H: -4.039 -3.394 3.722
H: -1.333 -1.848 3.397
H: -2.742 -1.262 4.293
H: -2.041 -0.289 2.986
H: -5.225 -1.640 1.541
H: -4.367 -0.160 1.987
H: -4.989 -1.231 3.245
H: -3.198 5.151 0.217
H: -4.857 5.688 -0.062
H: -3.692 5.703 -1.390
H: -4.060 2.922 1.121
H: -5.292 2.035 0.228
H: -5.683 3.611 0.926
H: -5.329 4.273 -2.767
H: -6.445 4.398 -1.395
H: -6.020 2.815 -2.060
H: 4.306 2.455 -1.985
H: 3.306 3.126 -3.319
H: 4.132 1.550 -3.521
H: 1.520 2.426 4.025
H: 1.662 4.063 4.670
H: 2.937 3.410 3.641
H: -0.745 3.003 3.021
H: -0.945 4.474 2.072
H: -0.579 4.586 3.797
H: 2.678 5.480 2.163
H: 1.432 6.047 3.287
H: 1.088 5.938 1.555
H: 5.732 -2.423 3.217
H: 5.359 -3.305 4.698
H: 4.433 -1.858 4.278
H: 5.430 -4.569 1.868
H: 4.000 -5.563 2.105
H: 5.175 -5.391 3.418
H: 2.298 -3.236 4.510
H: 3.317 -4.612 4.968
H: 2.140 -4.773 3.662
F: 3.561 -0.719 -3.007
Cl: 0.420 -1.489 -5.492
S: 4.368 0.449 -6.818
C: 3.140 0.635 -5.765
N: 2.257 0.788 -5.004
Se: -0.147 -4.965 -6.813
Sb: 1.654 -5.353 -5.257
Se: 3.897 -5.545 -6.083
Se: 1.148 -6.461 -3.166
Se: 1.895 -2.683 -4.388

Calculated values
charge	-2
frontier orbital gap	5.63	eV
HOMO energy	-2.4	eV
LUMO	3.3	eV
spin multiplicity	1

These are the Löwdin partial charges, in e, on atoms 1 to 8:
1 Zr 1.489
2 C -0.098
3 O -0.255
4 C -0.216
5 C -0.102
6 C -0.082
7 C -0.122
8 C 0.013


No. 2
Density functional theory data (ωB97M-V with the def2-TZVPD basis set) for a cluster of 6 separate species, C47H58N4O24PSi in total.

CARTESIAN COORDINATES (ANGSTROEM)
C: -4.788 3.890 0.837
C: -4.482 2.530 0.130
C: -3.159 2.576 -0.703
C: -2.851 1.014 -0.906
C: -2.003 0.263 0.154
C: -0.613 -0.248 -0.333
O: -0.332 -1.439 0.408
Si: 1.121 -1.341 1.295
C: 1.053 -0.208 2.800
C: 2.524 -0.867 0.063
C: 1.596 -3.062 1.956
N: -2.505 0.902 -2.349
C: -3.446 1.876 -2.983
N: -3.628 1.859 -4.408
C: -4.152 0.570 -4.931
C: -2.445 2.225 -5.122
C: -2.669 2.828 -6.519
O: -1.336 2.067 -4.715
C: -3.224 3.197 -2.184
C: -2.068 4.158 -2.584
C: -0.639 3.724 -2.157
C: 0.281 4.910 -1.719
N: -0.190 6.008 -0.890
O: 1.409 4.895 -2.040
P: -4.855 4.146 -2.507
N: -4.720 5.678 -1.720
O: -4.987 4.506 -4.135
H: -5.805 4.229 0.596
H: -4.033 4.616 0.500
H: -4.651 3.796 1.925
H: -5.301 2.152 -0.501
H: -4.307 1.762 0.908
H: -2.305 2.876 -0.074
H: -3.835 0.513 -0.833
H: -2.572 -0.561 0.605
H: -1.812 0.982 0.974
H: -0.599 -0.509 -1.407
H: 0.136 0.518 -0.055
H: 0.139 -0.341 3.410
H: 1.887 -0.440 3.487
H: 1.099 0.869 2.549
H: 2.732 0.206 0.220
H: 3.404 -1.502 0.283
H: 2.105 -1.050 -0.944
H: 1.289 -3.108 3.017
H: 2.691 -3.205 1.938
H: 1.093 -3.877 1.408
H: -1.543 1.277 -2.380
H: -2.396 -0.014 -2.793
H: -4.442 1.543 -2.614
H: -3.621 0.351 -5.872
H: -5.223 0.613 -5.178
H: -3.979 -0.270 -4.239
H: -2.661 2.032 -7.287
H: -3.664 3.298 -6.602
H: -1.887 3.548 -6.787
H: -2.105 4.397 -3.663
H: -2.272 5.121 -2.077
H: -0.072 3.233 -2.965
H: -0.616 3.017 -1.303
H: -0.890 6.525 -1.419
H: -0.598 5.597 -0.050
H: -5.655 6.077 -1.604
H: -4.237 6.298 -2.378
H: -4.136 4.737 -4.544
C: 6.398 -5.545 -1.261
C: 5.735 -4.443 -0.891
C: 6.049 -3.727 0.388
O: 5.423 -2.717 0.680
C: 7.092 -4.277 1.243
C: 7.754 -5.380 0.873
C: 7.458 -6.084 -0.415
O: 8.103 -7.072 -0.710
O: 8.716 -5.915 1.636
O: 4.762 -3.917 -1.634
H: 6.182 -6.069 -2.182
H: 7.302 -3.762 2.178
H: 9.035 -6.699 1.148
H: 4.457 -3.128 -1.148
C: 9.390 -1.235 6.407
C: 8.550 -1.358 5.374
C: 8.383 -2.657 4.650
O: 7.588 -2.717 3.725
C: 9.184 -3.794 5.079
C: 10.029 -3.672 6.111
C: 10.177 -2.380 6.856
O: 10.944 -2.328 7.797
O: 10.780 -4.690 6.532
O: 7.814 -0.331 4.933
H: 9.517 -0.303 6.940
H: 9.066 -4.721 4.535
H: 11.297 -4.345 7.286
H: 7.294 -0.680 4.183
C: -0.270 -6.172 -2.806
C: -0.750 -5.266 -3.665
C: -0.086 -3.937 -3.859
O: -0.559 -3.153 -4.668
C: 1.095 -3.637 -3.064
C: 1.576 -4.542 -2.199
C: 0.927 -5.881 -2.023
O: 1.414 -6.671 -1.238
O: 2.650 -4.298 -1.452
O: -1.847 -5.496 -4.397
H: -0.740 -7.134 -2.659
H: 1.555 -2.668 -3.200
H: 2.780 -5.108 -0.919
H: -1.979 -4.693 -4.935
C: 0.625 -6.224 6.884
C: 0.190 -5.290 6.031
C: 0.899 -3.982 5.870
O: 0.469 -3.173 5.064
C: 2.074 -3.731 6.693
C: 2.510 -4.662 7.550
C: 1.817 -5.983 7.692
O: 2.265 -6.801 8.471
O: 3.581 -4.467 8.320
O: -0.900 -5.474 5.275
H: 0.123 -7.173 7.007
H: 2.567 -2.775 6.580
H: 3.685 -5.286 8.843
H: -0.997 -4.658 4.749
C: -8.014 8.733 -2.293
C: -8.708 9.825 -2.638
C: -9.978 9.730 -3.430
O: -10.579 10.750 -3.700
C: -10.430 8.405 -3.844
C: -9.733 7.317 -3.501
C: -8.480 7.412 -2.688
O: -7.893 6.383 -2.388
O: -10.116 6.087 -3.865
O: -8.311 11.050 -2.297
H: -7.099 8.789 -1.720
H: -11.337 8.349 -4.429
H: -9.449 5.480 -3.493
H: -8.983 11.659 -2.663

Calculated values
charge	+1
frontier orbital gap	7.46	eV
HOMO energy	-10.8	eV
LUMO	-3.3	eV
spin multiplicity	1

These are the Löwdin partial charges, in e, on atoms 1 to 8:
1 C -0.095
2 C -0.226
3 C -0.195
4 C -0.227
5 C -0.075
6 C -0.255
7 O -0.230
8 Si 0.479